[1]
Computed, not measured: C49H72B2BiN9O2P2 as an isolated structure, with ωB97M-V with the def2-TZVPD basis set.

```
! RIJCOSX wB97M-V def2-TZVPD def2/J DEFGRID3
* xyz 0 1
N -1.876 0.144 -1.478
C -2.823 -3.558 -0.312
H -5.013 -2.694 3.734
C 0.381 3.138 -3.225
N 1.727 -0.257 2.388
B 0.468 -0.675 1.807
H 1.380 2.818 -5.081
H -5.123 -2.160 -0.418
C -1.793 1.094 3.493
H -2.196 -5.084 3.317
H -3.910 -1.056 -3.732
H -2.331 1.399 4.391
H -4.424 -2.831 5.397
H 0.327 3.353 5.747
H 4.571 2.696 1.907
H 4.544 -2.719 5.149
H -0.569 -1.595 -3.503
H -5.245 -4.439 0.448
N -2.548 2.697 0.338
H -3.543 3.251 -1.551
H -1.527 -1.554 4.709
H 2.975 -4.605 4.994
C -3.645 -3.090 0.885
H -2.751 -4.951 4.987
C -0.785 -2.972 1.876
C 3.955 -1.101 -4.098
H 6.096 3.198 -1.925
H -0.831 -2.467 -2.009
C 0.953 3.793 4.967
H -2.923 5.522 -1.986
H 3.449 0.854 2.788
C -3.385 -0.473 -2.994
C -4.178 -2.461 4.398
H -2.268 -4.472 -0.093
C 1.761 1.417 5.152
C 2.575 -1.237 -2.144
C -1.736 -2.620 4.830
Bi -0.064 0.601 -0.035
O 1.678 -3.290 -1.490
H 0.287 4.144 4.176
C 6.120 1.874 -3.622
H -2.124 -2.787 -0.623
H -5.156 -1.554 1.251
H -3.495 -3.765 -1.150
C -3.212 2.923 2.421
N -1.849 1.790 1.072
H 4.606 4.259 2.719
H -1.477 6.537 -2.039
C -4.501 -1.888 0.441
H 2.531 0.691 4.900
H 2.873 0.992 1.135
N -1.341 3.157 -1.931
C -2.177 -0.808 -2.375
H 2.662 6.000 1.544
H 0.791 0.979 4.915
C 4.236 3.733 1.843
B -2.598 2.611 -1.205
C 4.035 0.525 -2.311
H -5.211 -3.977 2.144
H -5.659 0.929 -3.384
C -2.869 -3.089 3.905
N -0.449 2.353 -2.565
C -3.758 0.748 -2.478
C 1.591 -3.584 3.718
H 3.513 3.167 5.909
C 1.559 -2.077 -1.386
C -2.250 1.915 2.347
N -2.824 1.123 -1.583
C 3.639 -2.617 4.564
H -1.843 5.599 -0.584
C 2.712 3.845 1.698
C 0.020 4.489 -3.047
C 3.407 3.211 4.821
H -0.619 -3.907 2.407
H -0.726 1.209 3.663
C 1.519 2.591 -4.023
N 0.250 -2.013 2.265
C -4.580 -4.227 1.292
C -1.339 -1.959 -2.816
C 5.641 2.327 -2.380
O 0.596 -1.510 -0.724
C -4.970 1.549 -2.814
H -3.868 -1.046 0.154
H 1.444 4.667 5.397
H -4.712 2.423 -3.413
C 2.549 0.941 2.180
H 2.803 4.579 -0.327
H 4.275 2.005 -0.785
H 6.937 2.398 -4.102
H 0.495 5.356 -3.479
H -3.722 3.264 3.307
C 5.571 0.768 -4.201
H 2.463 3.041 -3.708
H 2.481 5.425 3.206
H -3.925 -4.986 3.677
H 1.131 5.289 2.069
C -3.390 3.382 1.131
H -2.022 -2.795 5.871
H 1.270 3.807 0.068
H 0.945 -4.447 3.625
H -4.802 4.899 1.531
H -1.963 -2.671 -3.353
H -0.813 -3.165 4.643
C 2.219 -1.311 3.157
H 4.714 4.181 0.967
C 2.750 -3.681 4.478
C -4.335 4.438 0.663
C 2.350 3.744 0.214
C -1.080 4.458 -2.221
C 3.007 -1.763 -3.388
C 4.525 0.068 -3.561
H 2.563 -2.684 -3.737
H 4.167 2.557 4.387
H 5.929 0.404 -5.157
H -5.471 1.897 -1.911
H -4.084 -1.374 4.447
H -4.030 -5.141 1.512
P 1.651 2.551 2.583
H 1.586 1.510 -3.898
C 1.993 2.762 4.450
H -3.824 5.206 0.087
H -5.121 4.018 0.034
H 1.800 1.574 6.233
H 4.125 -0.635 3.921
H 3.613 4.234 4.516
H -1.985 0.044 3.291
C 4.623 1.674 -1.743
C 3.392 -1.431 3.884
P -2.509 -2.306 2.215
C 1.312 -2.386 3.077
H 4.298 -1.472 -5.057
H -0.692 -3.161 0.808
N 3.037 -0.125 -1.627
H 2.708 2.831 -0.246
C -2.943 -4.617 3.963
C 2.218 5.219 2.168
C -1.878 5.593 -1.676
*
```

Results
Orbital gap ... 7.99 eV

Results of the Löwdin charge analysis, in e, for atoms 1 through 8:
1 N -0.051
2 C -0.104
3 H 0.058
4 C -0.361
5 N -0.019
6 B -0.645
7 H 0.077
8 H 0.083

---

[2]
Computed, not measured: a 13-piece molecular cluster, C49H74F30O29S3 overall, with ωB97M-V with the def2-TZVPD basis set.

```
! RIJCOSX wB97M-V def2-TZVPD def2/J DEFGRID3
* xyz 0 1
F -34.858 4.404 7.737
C -26.540 -11.042 4.934
C -24.976 -12.330 8.985
H -32.867 -12.792 5.052
O -33.775 -5.554 2.366
H -24.176 -10.386 8.661
F -37.677 -8.805 7.901
O -25.531 -0.828 4.627
F -19.613 3.224 8.731
H -30.876 -7.072 8.524
H -20.864 -8.545 12.721
H -28.445 -2.218 13.746
F -20.304 1.162 8.609
O -36.988 -10.052 5.001
C -21.385 -9.489 4.464
O -22.567 1.996 8.372
C -20.409 -12.033 14.395
C -26.717 -5.581 9.286
C -31.245 0.961 8.225
H -22.617 -8.525 12.475
F -21.379 -11.818 4.567
H -24.193 -12.543 9.713
C -32.417 -7.410 3.774
C -22.750 -7.510 4.197
F -27.167 -10.008 5.414
H -31.920 0.706 6.064
C -31.343 -12.372 7.509
H -33.072 -14.461 4.521
H -28.559 -7.029 14.024
H -25.821 -11.996 9.588
C -25.679 -11.702 6.054
S -27.426 -9.089 14.643
F -25.639 -10.740 4.003
C -30.465 -6.186 9.009
H -31.352 -7.530 3.972
H -24.659 -0.019 8.432
H -28.368 -1.146 2.859
H -38.075 -9.912 2.653
C -32.281 0.577 7.084
C -21.729 -9.158 12.469
O -35.836 -10.854 6.749
C -24.443 -11.254 8.058
C -21.900 -10.276 13.504
H -25.655 1.194 9.249
H -32.198 -7.905 18.065
C -23.613 -6.836 3.139
H -30.625 -1.336 15.820
F -19.616 2.174 6.783
F -26.455 -6.894 8.983
O -31.343 -11.432 6.687
C -32.444 -8.942 17.837
C -31.081 -5.579 1.402
O -26.799 -9.300 13.291
H -21.619 -9.505 11.442
H -30.749 -13.613 5.296
H -23.192 -6.770 2.136
H -31.628 -2.714 19.281
H -29.551 -7.050 1.922
O -25.366 -10.851 7.055
C -27.877 -7.275 14.838
C -19.121 -12.765 13.918
C -20.972 -10.840 3.837
O -32.719 3.183 6.134
H -29.426 -0.793 13.490
O -26.229 -9.234 15.743
H -36.515 -10.744 2.312
H -22.831 -10.816 13.332
H -24.207 0.687 10.022
C -24.005 2.162 8.342
H -30.982 -6.852 10.885
F -26.269 -4.825 8.329
H -31.479 -9.403 17.627
O -25.491 -12.920 5.925
C -31.494 -14.092 5.931
O -33.259 -9.164 16.722
C -36.821 -8.628 6.949
H -31.791 -1.876 17.761
F -31.097 -13.261 9.771
H -23.890 -5.808 3.373
H -31.231 -15.150 5.940
H -24.354 -8.984 17.618
F -22.460 -2.580 4.197
H -27.103 -2.271 2.977
C -29.723 -6.294 1.156
C -29.678 -1.794 15.535
H -38.099 -11.612 2.349
O -20.736 -11.112 13.494
H -36.205 -11.778 4.203
H -22.092 -9.851 14.489
H -28.062 -1.951 4.425
H -27.236 -10.029 17.493
O -21.038 -9.205 5.632
H -24.360 3.106 8.754
O -32.617 -7.209 15.603
O -28.881 -2.270 18.272
C -29.409 -1.766 13.980
O -33.015 -4.902 4.695
F -32.469 -11.511 9.350
H -25.287 -13.279 8.549
C -33.014 -9.641 19.051
H -24.867 -10.727 17.730
H -33.682 -14.130 5.957
F -18.266 -12.660 14.932
O -29.811 -3.143 16.112
H -31.237 -4.659 0.840
H -30.669 -5.369 8.316
F -19.293 -14.094 13.750
H -26.481 0.372 3.228
O -33.540 1.287 7.168
H -24.345 2.118 7.307
C -31.302 -12.082 9.032
H -32.501 -0.484 7.198
H -26.957 -6.693 14.776
F -30.381 -11.173 9.299
H -32.572 -7.984 2.861
O -31.367 -13.736 7.281
F -35.283 -7.228 14.496
C -28.211 -5.328 9.335
C -26.711 -0.367 3.995
H -37.869 -11.849 4.684
F -34.265 -8.992 13.732
H -31.798 -6.291 0.992
H -28.413 -7.116 15.773
H -33.023 -7.740 4.618
H -24.558 -7.375 3.065
O -29.049 -6.338 9.031
O -31.289 -5.308 2.839
C -20.278 2.325 7.974
H -30.566 -5.063 10.797
H -32.292 -9.681 19.867
F -35.745 2.366 7.678
F -23.497 -2.047 5.920
C -23.142 -1.573 4.743
S -32.834 -5.620 3.429
C -27.601 -1.490 3.552
C -33.614 2.612 6.784
C -21.740 2.803 7.712
F -22.295 -0.575 4.997
F -35.578 -9.174 15.403
F -18.580 -12.212 12.846
F -35.550 3.588 5.912
S -29.741 -3.286 17.734
H -31.797 0.825 9.156
O -29.541 -4.709 18.015
H -30.383 0.295 8.198
H -33.949 -9.227 19.428
H -30.137 -2.405 13.480
O -28.566 -9.839 15.099
H -26.868 -8.332 17.353
H -32.118 -5.615 10.178
C -24.631 0.887 9.038
C -32.812 -13.832 5.373
H -28.875 -1.279 16.064
C -26.469 -9.329 17.161
H -23.524 -11.635 7.613
O -28.661 -4.179 9.541
C -31.553 -2.844 18.201
F -37.379 -7.765 6.098
C -31.082 -5.910 10.345
C -37.491 -10.823 2.790
O -22.013 3.787 6.997
C -34.694 -8.334 14.854
O -22.075 -8.663 3.617
C -33.449 -8.136 15.765
F -19.662 -10.974 3.733
F -35.673 -8.121 7.385
O -21.164 -12.317 15.327
C -37.123 -11.191 4.239
H -32.156 -3.606 17.706
H -23.388 -7.870 5.004
F -26.182 -5.405 10.467
C -34.960 3.226 7.083
H -25.128 -9.544 18.976
H -29.748 -6.788 0.184
C -25.141 -9.685 17.895
H -33.164 -10.674 18.736
H -30.876 1.975 8.077
O -24.319 -0.891 2.657
H -22.078 -6.880 4.779
H -28.997 -5.488 1.265
C -24.380 -1.041 3.895
H -27.337 0.300 4.588
C -36.526 -9.968 6.246
F -27.404 -11.819 4.333
F -21.533 -10.891 2.610
*
```

Results
Orbital gap ... 10.93 eV
ΔE to the lowest compared entry with this formula, charge and spin ... 10.15 kcal/mol

Results of the Löwdin charge analysis, in e, for atoms 1 through 8:
1 F 0.158
2 C -0.621
3 C -0.066
4 H 0.081
5 O -0.284
6 H 0.127
7 F 0.220
8 O 0.006

---

[3]
Computed, not measured: C4BF24O8P4Zr as an isolated structure, with ωB97M-V with the def2-TZVPD basis set.

```
! RIJCOSX wB97M-V def2-TZVPD def2/J DEFGRID3
* xyz -1 1
F -0.203 2.184 -0.026
F -4.856 -1.533 0.939
F -1.699 2.878 2.690
O 4.045 -2.735 1.869
P -3.245 -1.243 1.178
F -3.468 -0.941 2.791
P 0.069 -1.052 -2.480
F -2.906 -1.179 -0.421
F -1.506 -0.596 -2.454
F 1.689 -1.281 -2.313
F -1.005 1.188 1.534
F -3.142 0.672 -3.827
F 0.209 0.393 -1.778
C 2.856 0.194 2.309
O 5.825 -4.131 2.395
C 5.323 -3.123 1.879
O 0.910 -0.036 0.672
F 0.591 2.591 2.057
F -0.760 4.281 0.944
C 6.201 -2.145 1.080
O 2.882 -1.164 0.483
C 2.061 -0.335 1.072
Zr -1.562 0.525 -0.512
F -1.622 -0.946 1.202
P -0.883 2.716 1.305
F -4.979 2.064 -2.903
O 2.486 1.103 3.048
F -3.524 3.188 -1.800
F -3.248 0.386 0.929
F -1.822 1.918 -2.348
P -3.366 1.986 -2.840
F -0.288 -2.522 -3.018
O 7.382 -2.238 0.810
F -0.359 -1.484 -1.025
F -3.441 0.997 -1.462
F 0.057 -0.321 -3.998
F -3.125 3.050 -3.991
B 4.025 -1.364 1.352
O 5.385 -1.267 0.674
F -2.738 -2.760 1.265
O 3.954 -0.374 2.404
F -2.201 2.455 0.315
*
```

Results
Orbital gap ... 7.63 eV
ΔE to the lowest compared entry with this formula, charge and spin ... 0.00 kcal/mol

Results of the Löwdin charge analysis, in e, for atoms 1 through 8:
1 F -0.184
2 F -0.100
3 F -0.078
4 O 0.237
5 P 0.356
6 F -0.107
7 P 0.283
8 F -0.213

---

[4]
Computed, not measured: C4Cl2InO4Rh as an isolated structure, with ωB97M-V with the def2-TZVPD basis set.

```
! RIJCOSX wB97M-V def2-TZVPD def2/J DEFGRID3
* xyz 4 5
O 0.724 -2.356 1.927
Cl 2.209 0.541 0.957
C 1.841 3.045 -2.751
C -1.634 -0.380 -0.746
Rh 0.005 -0.076 0.038
C 0.423 -1.508 1.236
Cl 1.060 -0.032 -2.219
In 2.004 1.717 -1.026
O 1.718 3.698 -3.686
O 3.196 4.444 0.463
C 2.790 3.524 -0.088
O -2.658 -0.601 -1.238
*
```

Results
Orbital gap (spin up / spin down) ... 8.76 / 5.63 eV
⟨S²⟩ ... 6.02
ΔE to the lowest compared entry with this formula, charge and spin ... 63.75 kcal/mol

Results of the Löwdin charge analysis, in e, for atoms 1 through 8:
1 O 0.377
2 Cl 0.668
3 C 0.061
4 C -0.120
5 Rh 1.006
6 C -0.138
7 Cl 0.517
8 In 0.465

---

[5]
Computed, not measured: C4Cl2O4TiTm as an isolated structure, with ωB97M-V with the def2-TZVPD basis set.

```
! RIJCOSX wB97M-V def2-TZVPD def2/J DEFGRID3
* xyz 4 4
O -3.057 -0.584 -4.268
Cl 1.679 0.232 -0.805
O -0.174 1.194 4.476
C -0.609 -0.545 -3.891
O 2.898 0.102 4.324
Tm -0.766 -0.405 -1.323
C 0.355 0.800 3.479
C 2.042 0.251 3.486
C -2.216 -0.538 -3.432
Cl -1.095 -0.374 1.194
Ti 1.080 0.390 1.740
O -0.136 -0.524 -4.979
*
```

Results
Orbital gap (spin up / spin down) ... 6.06 / 6.21 eV
⟨S²⟩ ... 3.76
ΔE to the lowest compared entry with this formula, charge and spin ... 26.15 kcal/mol

Results of the Löwdin charge analysis, in e, for atoms 1 through 8:
1 O 0.334
2 Cl 0.134
3 O 0.400
4 C -0.096
5 O 0.419
6 Tm 1.457
7 C -0.157
8 C 0.017

---

[6]
Computed, not measured: C4ClF3NO2 as an isolated structure, with ωB97M-V with the def2-TZVPD basis set.

```
! RIJCOSX wB97M-V def2-TZVPD def2/J DEFGRID3
* xyz -1 1
O 0.826 2.221 -0.256
N -0.744 -2.523 -1.635
O 2.120 0.577 -1.181
C 1.167 1.203 -0.752
C -0.208 -0.174 1.065
F 0.802 -1.041 1.283
Cl -1.863 0.891 -0.718
F -1.323 -0.653 1.744
C -0.618 -1.588 -0.990
F 0.100 0.897 1.793
C -0.259 0.192 -0.355
*
```

Results
Orbital gap ... 9.37 eV
ΔE to the lowest compared entry with this formula, charge and spin ... 29.63 kcal/mol

Results of the Löwdin charge analysis, in e, for atoms 1 through 8:
1 O 0.046
2 N 0.037
3 O 0.029
4 C -0.685
5 C -0.731
6 F 0.120
7 Cl 0.646
8 F 0.061

---

[7]
Computed, not measured: C4F12KO12S4 as an isolated structure, with ωB97M-V with the def2-TZVPD basis set.

```
! RIJCOSX wB97M-V def2-TZVPD def2/J DEFGRID3
* xyz -2 2
F -3.724 2.051 -3.207
F 4.723 -0.296 3.355
S 2.172 -0.006 -4.280
O -4.045 0.220 4.600
O 1.897 0.183 2.033
C -2.452 -0.476 2.428
F 3.640 1.557 3.925
O -2.801 2.005 3.558
O 2.299 -1.937 3.451
O -1.618 0.341 4.944
O -3.502 -1.551 -1.977
O 1.362 -0.966 -5.084
S -2.814 -0.374 -2.556
C -4.116 1.144 -2.290
F -2.500 -1.722 2.859
F 4.143 -1.770 -4.001
S -2.758 0.597 4.018
S 2.083 -0.506 3.343
C 4.008 -0.641 -4.622
K 0.551 -0.017 -0.395
O 2.141 1.351 -4.767
F -3.398 -0.364 1.467
F -1.194 -0.213 1.935
C 3.697 0.180 4.077
F -3.944 1.654 -1.032
F -5.371 0.855 -2.636
O -2.601 -0.524 -3.998
F 3.860 -0.154 5.398
O -1.561 0.009 -1.846
O 1.024 -0.081 4.272
F 4.088 -0.803 -5.920
F 4.893 0.262 -4.215
O 1.817 -0.006 -2.835
*
```

Results
Orbital gap (spin up / spin down) ... 8.00 / 2.97 eV
⟨S²⟩ ... 0.77
ΔE to the lowest compared entry with this formula, charge and spin ... 0.00 kcal/mol

Results of the Löwdin charge analysis, in e, for atoms 1 through 8:
1 F 0.082
2 F 0.107
3 S 0.517
4 O -0.191
5 O -0.429
6 C -0.562
7 F 0.064
8 O -0.172

---

[8]
Computed, not measured: C4F6S2 as an isolated structure, with ωB97M-V with the def2-TZVPD basis set.

```
! RIJCOSX wB97M-V def2-TZVPD def2/J DEFGRID3
* xyz 0 1
F -0.892 2.358 -0.505
C 0.201 1.579 -0.752
F -0.917 -2.719 0.619
C 0.136 -0.654 0.667
F -1.873 -1.090 -0.557
S 1.340 1.069 1.935
F 1.291 2.412 -0.797
F 0.027 -1.964 -1.232
C -0.692 -1.620 -0.160
F 0.066 0.915 -1.906
S 0.802 -0.935 2.253
C 0.511 0.650 0.436
*
```

Results
Orbital gap ... 9.35 eV

Results of the Löwdin charge analysis, in e, for atoms 1 through 8:
1 F 0.130
2 C -0.564
3 F 0.105
4 C -0.536
5 F 0.152
6 S 0.700
7 F 0.095
8 F 0.159

---

no.,largest force on an atom (eV/Å)
1,0.7
2,5.7
3,7.0
4,11.6
5,13.0
6,5.3
7,4.7
8,2.2